C38H39N4O4S | ωB97M-V with the def2-TZVPD basis set

CARTESIAN COORDINATES (ANGSTROEM)
C  -0.6622  2.6910  4.8184
O  -0.9605  2.2537  3.4737
C  -0.8041  0.9288  3.1647
C  -1.8146  -0.0698  3.5773
C  -1.8061  -0.5511  4.9036
C  -2.5988  -1.6469  5.2381
C  -3.4324  -2.2371  4.2833
C  -3.5270  -1.6962  3.0001
C  -2.7290  -0.6126  2.6423
C  0.5258  0.5442  2.9044
N  0.9980  -0.7457  2.9515
C  0.1808  -1.9252  2.7122
C  2.3733  -0.8568  3.1575
C  2.9996  0.3890  3.2328
C  4.3646  0.4643  3.5325
C  5.0826  -0.7210  3.7564
C  4.4429  -1.9694  3.6714
C  3.0783  -2.0465  3.3763
S  1.8659  1.6967  2.9508
H  -0.8857  3.7614  4.8177
H  -1.2926  2.1532  5.5380
H  0.3986  2.5137  5.0334
H  -1.1424  -0.0742  5.6322
H  -2.5717  -2.0355  6.2597
H  -4.0277  -3.1095  4.5457
H  -4.2148  -2.1093  2.2580
H  -2.7913  -0.1747  1.6430
H  0.8636  -2.7397  2.4628
H  -0.3868  -2.2082  3.6060
H  -0.5017  -1.7688  1.8685
H  4.8348  1.4415  3.5948
H  6.1453  -0.6827  3.9996
H  5.0060  -2.8865  3.8351
H  2.5562  -3.0014  3.3274
C  -7.0032  7.8831  3.1658
N  -6.4011  6.6988  3.7291
C  -6.5998  6.3306  5.0295
O  -7.1745  7.0001  5.8826
C  -5.9325  4.9600  5.2126
C  -6.9453  3.8483  5.4950
C  -7.7335  4.0686  6.7695
C  -9.1295  4.1533  6.7154
C  -9.8555  4.3943  7.8831
C  -9.1887  4.5100  9.1096
C  -7.7912  4.4341  9.1585
C  -7.0635  4.1956  7.9898
N  -5.2233  4.7838  3.9407
C  -4.4624  3.6982  3.6871
C  -3.8797  3.4846  2.4426
C  -2.9636  2.5185  2.0533
C  -2.3351  2.5951  0.7516
C  -2.5500  3.7288  -0.0743
C  -2.4864  3.6038  -1.4699
N  -3.3356  4.4647  -2.2242
O  -3.3591  4.3675  -3.4648
O  -4.0593  5.2641  -1.5782
C  -1.8707  2.4964  -2.0802
C  -1.3570  1.5058  -1.2372
C  -1.5695  1.5515  0.1474
C  -5.6252  5.7762  2.9160
C  -6.5293  5.1636  1.8319
C  -4.4338  6.5221  2.2965
H  -7.5397  8.4206  3.9510
H  -6.2272  8.5275  2.7379
H  -7.6999  7.6168  2.3603
H  -5.2231  5.0311  6.0574
H  -7.6289  3.7762  4.6307
H  -6.3809  2.9022  5.5644
H  -9.6251  4.0716  5.7435
H  -10.9404  4.4917  7.8325
H  -9.7570  4.6673  10.0263
H  -7.2586  4.5609  10.1014
H  -5.9705  4.1406  8.0078
H  -4.3034  2.9998  4.5202
H  -4.2346  4.1198  1.6365
H  -2.9919  1.6072  2.6223
H  -2.8237  4.6981  0.3350
H  -1.8351  2.4529  -3.1661
H  -0.8013  0.6819  -1.6797
H  -1.1233  0.7918  0.7940
H  -7.4058  4.6958  2.3012
H  -6.8537  5.9649  1.1572
H  -6.0104  4.4078  1.2383
H  -3.8301  6.9645  3.0994
H  -3.7942  5.8610  1.7116
H  -4.8113  7.3060  1.6285

## Properties
**Orbital gap**: 4.73 eV
**Total charge**: +1
**F_max**: 0.070 Eh/bohr
**HOMO level**: -9.38 eV
**Lowest unoccupied orbital energy**: -0.17088 Ha
**2S+1**: 1

Löwdin population analysis, charges in e, atoms 1 to 6: atom 1 (C): -0.048, atom 2 (O): -0.211, atom 3 (C): -0.339, atom 4 (C): -0.218, atom 5 (C): -0.029, atom 6 (C): -0.070

---

C38H39NOP2RuSi | ωB97M-V with the def2-TZVPD basis set

CARTESIAN COORDINATES (ANGSTROEM)
C  -3.0604  0.8953  -3.1267
C  -2.1184  1.1438  -2.1053
C  -0.7375  1.0544  -2.5892
C  -0.4753  1.7409  -3.8005
C  -1.4436  1.6278  -4.7906
C  -2.6913  1.0923  -4.4636
C  0.8696  2.4042  -3.9659
C  1.9134  1.5014  -3.3483
C  1.5079  0.2987  -2.7352
C  2.3870  -0.8177  -2.6918
C  3.7374  -0.5539  -2.9380
C  4.1909  0.7499  -3.1943
C  3.2792  1.7877  -3.3867
H  -4.0935  0.6159  -2.8919
H  -1.1626  1.9030  -5.8084
H  -3.3964  0.8911  -5.2695
H  1.0694  2.4797  -5.0342
H  4.4312  -1.3926  -2.9523
H  5.2664  0.9532  -3.2523
H  3.5976  2.8217  -3.5536
N  0.2918  0.3439  -2.0069
Ru  0.3143  -0.4820  -0.2948
C  -2.3075  2.1511  -0.9915
H  -1.9148  1.7667  -0.0372
H  -3.3473  2.4990  -0.8817
C  1.8573  -2.2172  -2.4876
H  1.3151  -2.5555  -3.3801
H  2.6993  -2.9012  -2.3516
P  -1.2153  3.5710  -1.6053
P  0.6877  -2.5353  -1.0735
C  1.2318  -4.1233  -0.3194
H  0.6846  -4.2811  0.6208
H  1.0359  -4.9922  -0.9721
H  2.3075  -4.1097  -0.0936
C  -0.9032  -3.0282  -1.8244
H  -0.7965  -3.8974  -2.4852
H  -1.5928  -3.2726  -1.0053
H  -1.3052  -2.1730  -2.3805
C  -2.3552  4.9714  -1.8066
H  -3.1574  4.6836  -2.4991
H  -2.7490  5.2742  -0.8299
H  -1.7505  5.7763  -2.2505
C  -0.2597  3.9484  -0.1078
H  0.4886  4.7052  -0.3992
H  -0.9397  4.3351  0.6652
H  0.2491  3.0376  0.2423
C  1.9994  -0.0579  0.2381
O  3.1105  0.1958  0.5355
H  0.8555  3.3751  -3.5798
C  -0.6184  3.4671  3.9288
C  0.5814  3.1134  3.3065
C  0.7051  1.8667  2.6813
C  -0.3600  0.9598  2.6827
C  -1.5713  1.3238  3.2837
C  -1.6918  2.5691  3.9111
Si  -0.0689  -0.7574  1.9520
C  1.3480  -1.4565  3.0067
C  2.2955  -2.3046  2.4296
C  3.2841  -2.9121  3.2158
C  3.3660  -2.6253  4.5826
C  2.4496  -1.7323  5.1570
C  1.4418  -1.1486  4.3748
C  -1.4968  -1.9773  2.0337
C  -1.3274  -3.1923  2.7115
C  -2.3662  -4.1245  2.7467
C  -3.5865  -3.8417  2.1246
C  -3.7556  -2.6335  1.4390
C  -2.7041  -1.7075  1.3777
H  -0.7094  4.4356  4.4257
H  1.4310  3.7983  3.3068
H  1.6470  1.5941  2.1918
H  -2.4079  0.6215  3.2669
H  -2.6278  2.8372  4.4017
H  2.2601  -2.5124  1.3549
H  3.9885  -3.6058  2.7504
H  4.1406  -3.0924  5.1984
H  2.5169  -1.4944  6.2205
H  0.7342  -0.4421  4.8234
H  -0.3760  -3.4017  3.2045
H  -2.2170  -5.0722  3.2651
H  -4.4057  -4.5631  2.1684
H  -4.7017  -2.4087  0.9413
H  -2.8028  -0.7850  0.7943

## Properties
**Orbital gap (spin up / spin down)**: 5.66 / 4.87 eV
**Total charge**: +1
**F_max**: 0.102 Eh/bohr
**HOMO level (spin up / spin down)**: -8.34 / -10.56 eV
**Lowest unoccupied orbital energy (spin up / spin down)**: -0.09865 / -0.20934 Ha
**2S+1**: 6
**⟨S²⟩**: 8.775

Löwdin population analysis, charges in e, atoms 1 to 6: atom 1 (C): -0.011, atom 2 (C): -0.242, atom 3 (C): -0.269, atom 4 (C): -0.177, atom 5 (C): 0.004, atom 6 (C): -0.039

---

C38H40BBr2Cl3NO19PS | ωB97M-V with the def2-TZVPD basis set

CARTESIAN COORDINATES (ANGSTROEM)
C  2.0440  -4.6458  3.3979
C  1.0749  -3.6753  4.2107
O  0.1701  -3.0231  3.2789
B  -0.4244  -1.8758  3.8417
O  -0.6459  -2.0069  5.2532
C  -0.9351  -0.5692  2.9755
C  -1.3383  0.4694  4.0909
C  -0.2759  1.0162  5.0931
C  -1.0190  1.8068  6.2667
C  0.0646  2.4965  7.1847
O  0.3414  1.7261  8.3684
C  0.3015  -0.1559  2.0406
Br  -0.0029  1.8248  1.7485
Br  2.0426  -0.0749  3.0701
C  0.6451  -0.9754  0.7298
C  1.8106  -2.0845  0.8171
C  3.2286  -1.6725  0.2632
C  1.1219  -0.1571  -0.5453
Cl  2.1731  1.3164  -0.4912
C  0.8550  -0.5252  -1.8348
C  1.3442  0.2826  -3.0924
Cl  -0.0361  -2.0028  -2.3012
O  -0.4902  -1.8499  0.4874
S  -1.9364  -1.1446  0.4313
O  -2.9782  -1.8933  -0.2803
O  -1.9114  0.1450  -0.2423
C  -2.3110  -1.0255  2.2658
C  -2.8314  -2.4456  2.7276
C  -2.5306  -3.6963  1.9792
C  -3.0003  -5.0067  2.4530
C  -3.7946  -4.9642  3.6813
N  -4.0902  -3.8691  4.4142
C  -3.6202  -2.6885  3.9319
P  -3.8162  0.1394  2.1402
O  -3.3195  1.7034  1.6978
Cl  -4.7008  0.5909  4.0347
H  1.7393  -4.7630  2.3291
H  2.1194  -5.6326  3.9353
H  3.0795  -4.2117  3.4003
H  0.5112  -4.3377  4.9232
H  1.7410  -2.9564  4.7515
H  -1.3142  -2.7104  5.3719
H  -1.9053  1.3718  3.7470
H  -2.0953  -0.0692  4.7386
H  0.3704  0.2662  5.6098
H  0.4063  1.7707  4.6174
H  -1.7482  2.5605  5.8553
H  -1.5400  1.0321  6.8994
H  -0.3507  3.4921  7.5058
H  1.0408  2.6385  6.6434
H  1.2794  1.8284  8.5989
H  1.9777  -2.5458  1.8066
H  1.5087  -2.9429  0.1435
H  3.9533  -2.4619  0.6298
H  3.6172  -0.7143  0.6864
H  3.3156  -1.7234  -0.8578
H  0.6301  0.0669  -3.9422
H  2.3374  -0.1007  -3.4444
H  1.2986  1.3855  -2.9539
H  -1.9104  -3.7116  1.0601
H  -2.7372  -5.9183  1.8816
H  -4.1561  -5.9528  4.0712
H  -3.8511  -1.8179  4.6009
H  -3.9370  2.3563  2.0738
C  -0.6962  -3.1162  -6.0085
C  -1.2608  -4.2560  -6.4157
C  -2.3545  -4.2648  -7.4336
O  -2.8278  -5.3291  -7.7902
C  -2.8155  -2.9809  -7.9575
C  -2.2544  -1.8359  -7.5485
C  -1.1388  -1.8313  -6.5486
O  -0.6379  -0.7757  -6.2119
O  -2.6722  -0.6458  -8.0210
O  -0.8709  -5.4502  -5.9296
H  0.0977  -3.0968  -5.2741
H  -3.6196  -3.0011  -8.6800
H  -2.1205  0.0439  -7.5823
H  -1.4294  -6.1109  -6.3829
C  6.8194  3.1159  1.7717
C  5.4997  2.9932  1.5971
C  4.7128  4.0199  0.8475
O  3.5172  3.8562  0.6980
C  5.4237  5.1869  0.3279
C  6.7427  5.3110  0.5055
C  7.5343  4.2712  1.2315
O  8.7367  4.4158  1.3544
O  7.4195  6.3768  0.0390
O  4.8178  1.9396  2.0866
H  7.4005  2.3796  2.3098
H  4.8402  5.9306  -0.1972
H  8.3502  6.2274  0.2946
H  3.8853  2.0836  1.8256
C  -3.7323  4.1884  -5.1296
C  -3.3760  2.9629  -5.5271
C  -2.2963  2.7548  -6.5404
O  -1.9893  1.6195  -6.8611
C  -1.6525  3.9338  -7.1113
C  -2.0111  5.1598  -6.7163
C  -3.0717  5.3686  -5.6833
O  -3.3537  6.5013  -5.3403
O  -1.4349  6.2607  -7.2289
O  -3.9716  1.8624  -5.0329
H  -4.5096  4.3528  -4.3963
H  -0.8856  3.7692  -7.8557
H  -1.8662  7.0140  -6.7806
H  -3.5383  1.1071  -5.4738

## Properties
**Orbital gap**: 7.39 eV
**F_max**: 0.095 Eh/bohr
**HOMO level**: -9.13 eV
**Lowest unoccupied orbital energy**: -0.06398 Ha
**2S+1**: 1

Löwdin population analysis, charges in e, atoms 1 to 6: atom 1 (C): -0.067, atom 2 (C): -0.204, atom 3 (O): 0.006, atom 4 (B): -0.622, atom 5 (O): 0.100, atom 6 (C): -0.322

---

What is the 2S+1 in the first record? 1

---

Which of these has the highest F_max? C38H39NOP2RuSi